Formula: C8H8OS2
Source: the Open Molecules 2025 dataset
Level of theory: wB97M-V/def2-TZVPD

Last columns: bonded neighbours and bond lengths (Å).
Element x y z (Å)
1 S -2.3451 -2.7116 1.6150  C8 1.712, H16 1.508
2 S -0.9553 -3.0132 -0.9588  C8 1.743, H12 1.286
3 O 2.5040 -0.4486 1.9185  C9 1.196
4 C -0.1207 1.9722 -1.6483  C10 1.418, C11 1.390, H18 1.149
5 C -0.5956 1.1599 0.5693  C6 1.435, C11 1.368, H17 1.096
6 C 0.7238 0.6268 0.7566  C5 1.435, C7 1.440, C9 1.473
7 C 1.5720 0.7613 -0.3998  C6 1.440, C10 1.405, H15 1.157
8 C -0.9263 -3.1753 0.7767  S1 1.712, S2 1.743
9 C 1.3790 -0.0426 1.8937  O3 1.196, C6 1.473, H13 1.096
10 C 1.1653 1.3761 -1.5954  C4 1.418, C7 1.405, H14 1.121
11 C -0.9623 1.8604 -0.5476  C4 1.390, C5 1.368, H19 1.078
12 H 0.2337 -3.4898 -1.0688  S2 1.286
13 H 0.7341 -0.0173 2.7801  C9 1.096
14 H 1.9051 1.4152 -2.4361  C10 1.121
15 H 2.5733 0.1835 -0.3646  C7 1.157
16 H -3.4242 -2.3391 0.6294  S1 1.508
17 H -1.2462 0.9484 1.4259  C5 1.096
18 H -0.3213 2.5616 -2.6142  C4 1.149
19 H -1.8933 2.3722 -0.7317  C11 1.078

- 2S+1 = 1
- energy above the lowest of the compared OMol25 structures with the same formula, charge and spin (kJ/mol) = 314.58

Charges computed using natural (NBO), reported in e: 0.13, 0.12, -0.51, -0.17, -0.15, -0.19, -0.15, -0.45, 0.43, -0.24, -0.26, 0.12, 0.10, 0.22, 0.24, 0.08, 0.22, 0.22, 0.23

***

Formula: C8H8S3
Source: the Open Molecules 2025 dataset
Level of theory: wB97M-V/def2-TZVPD

Last columns: bonded neighbours and bond lengths (Å).
Element x y z (Å)
1 S 2.4952 1.1643 0.1991  C4 1.810, C7 1.681
2 S 4.7244 -0.4413 -0.7323  C7 1.678
3 S 2.0170 -1.7113 0.0339  C7 1.796, H14 1.555
4 C 1.0176 0.9601 1.2235  S1 1.810, C11 1.583, H16 1.101, H18 1.177
5 C -2.0249 -1.1587 0.2673  C6 1.373, C9 1.314, H15 1.020
6 C -2.2843 -0.6050 -0.9626  C5 1.373, C8 1.402, H12 1.053
7 C 3.1132 -0.3237 -0.2792  S1 1.681, S2 1.678, S3 1.796
8 C -1.6526 0.5065 -1.5390  C6 1.402, C10 1.473, H13 1.272
9 C -0.9664 -0.8336 0.9740  C5 1.314, C11 1.503, H19 1.058
10 C -0.5432 1.0580 -0.7420  C8 1.473, C11 1.418, H17 1.167
11 C -0.2656 0.4022 0.4839  C4 1.583, C9 1.503, C10 1.418
12 H -3.0297 -0.9969 -1.5951  C6 1.053
13 H -2.2012 1.3520 -2.3149  C8 1.272
14 H 0.7007 -1.0013 -0.3926  S3 1.555
15 H -2.6298 -1.8144 0.7626  C5 1.020
16 H 1.2956 0.4692 2.1685  C4 1.101
17 H -0.0927 2.1182 -0.9272  C10 1.167
18 H 0.8805 2.0934 1.5123  C4 1.177
19 H -0.5539 -1.2377 1.8601  C9 1.058

- 2S+1 = 1
- energy above the lowest of the compared OMol25 structures with the same formula, charge and spin (kJ/mol) = 0.00

Charges computed using natural (NBO), reported in e: 0.40, -0.01, 0.00, -0.60, -0.22, -0.22, -0.53, -0.19, -0.19, -0.24, -0.06, 0.22, 0.25, 0.21, 0.22, 0.25, 0.24, 0.25, 0.23

***

Orbital gap for every record listed, in sequence, given in Eh: 0.330; 0.301.